A 2-piece molecular cluster, C6H18NO3Si overall at a distorted geometry. Source: the OMol25 dataset; level of theory: wB97M-V/def2-TZVPD.

Summary:
- relative energy (zero: lowest compared OMol25 entry of this formula, charge and spin) (kJ/mol) = 594.3
- HOMO (spin up / spin down) (eV) = -11.038 / -9.449
- strongest force on any atom (eV/A) = 4.8
- frontier orbital gap (spin up / spin down) (eV) = 7.611 / 5.502
- 2S+1 = 1
- electronic energy (eV) = -22016.2612
- net charge = +1

Each atom is followed by the atoms it is bonded to, with distances in Å.
Element x y z (Å)
1 C 0.139 1.372 2.007  C5 1.525, H12 1.064, H13 1.092, H14 1.013
2 C -1.246 -2.039 0.067  N7 1.437, H15 1.142, H16 1.074, H17 1.101
3 C -0.362 -1.024 -1.979  N7 1.442, H18 1.140, H19 1.166, H20 1.122
4 C -2.621 -0.687 -1.140  N7 1.462, H21 1.043, H22 1.046, H23 1.088
5 C -0.986 0.573 1.357  C1 1.525, C6 1.483, H24 1.133, H25 1.150
6 C -0.736 0.294 -0.077  C5 1.483, N7 1.492, H26 1.113
7 N -1.213 -0.909 -0.820  C2 1.437, C3 1.442, C4 1.462, C6 1.492
8 O 3.679 -0.230 0.771  Si11 1.567, H27 0.975
9 O 3.107 1.254 -1.393  Si11 1.506, H28 0.975
10 O 3.248 2.196 1.173  Si11 1.588, H29 0.923
11 Si 3.062 1.043 0.098  O8 1.567, O9 1.506, O10 1.588
12 H 1.043 0.813 1.952  C1 1.064
13 H 0.256 2.290 1.428  C1 1.092
14 H -0.029 1.617 2.975  C1 1.013
15 H -1.665 -2.881 -0.581  C2 1.142
16 H -0.229 -2.195 0.374  C2 1.074
17 H -1.836 -1.835 0.974  C2 1.101
18 H -0.125 0.006 -2.409  C3 1.140
19 H 0.644 -1.585 -1.799  C3 1.166
20 H -0.810 -1.606 -2.827  C3 1.122
21 H -2.743 -0.154 -2.028  C4 1.043
22 H -3.012 -1.621 -1.402  C4 1.046
23 H -3.203 -0.128 -0.411  C4 1.088
24 H -1.997 1.031 1.587  C5 1.133
25 H -1.003 -0.321 2.080  C5 1.150
26 H -0.421 1.117 -0.758  C6 1.113
27 H 3.852 -0.366 1.721  O8 0.975
28 H 2.435 0.991 -2.048  O9 0.975
29 H 2.772 2.984 1.106  O10 0.923

A 3-piece molecular cluster, C6H18O2 overall at a distorted geometry. Source: the OMol25 dataset; level of theory: wB97M-V/def2-TZVPD.

Summary:
- relative energy (zero: lowest compared OMol25 entry of this formula, charge and spin) (kJ/mol) = 12.6
- HOMO (eV) = -11.029
- strongest force on any atom (eV/A) = 1.7
- frontier orbital gap (eV) = 11.807
- 2S+1 = 1
- electronic energy (eV) = -10608.8181

Each atom is followed by the atoms it is bonded to, with distances in Å.
Element x y z (Å)
1 C -0.129 1.320 -1.870  C2 1.516, H7 1.085, H8 1.099, H9 1.086
2 C -0.262 -0.190 -1.867  C1 1.516, C3 1.519, H10 1.093, H11 1.093
3 C -1.032 -0.761 -0.688  C2 1.519, C4 1.535, H12 1.094, H13 1.097
4 C -0.255 -0.862 0.632  C3 1.535, C5 1.529, C6 1.542, H14 1.086
5 C -1.184 -1.146 1.813  C4 1.529, H15 1.082, H16 1.085, H17 1.079
6 C 0.819 -1.967 0.559  C4 1.542, H18 1.097, H19 1.089, H20 1.084
7 H 0.536 1.704 -2.637  C1 1.085
8 H -1.103 1.784 -2.077  C1 1.099
9 H 0.163 1.718 -0.903  C1 1.086
10 H 0.731 -0.636 -1.968  C2 1.093
11 H -0.756 -0.529 -2.781  C2 1.093
12 H -1.371 -1.774 -0.925  C3 1.094
13 H -1.945 -0.181 -0.500  C3 1.097
14 H 0.240 0.073 0.873  C4 1.086
15 H -1.580 -0.194 2.143  C5 1.082
16 H -0.586 -1.468 2.660  C5 1.085
17 H -2.042 -1.785 1.672  C5 1.079
18 H 1.179 -2.140 -0.463  C6 1.097
19 H 1.741 -1.583 0.993  C6 1.089
20 H 0.593 -2.916 1.030  C6 1.084
21 H -1.908 1.527 0.740  O23 0.956
22 H -1.171 2.821 0.619  O23 0.933
23 O -1.599 2.277 1.245  H21 0.956, H22 0.933
24 H 4.127 0.736 0.119  O26 0.963
25 H 2.781 -0.005 0.128  O26 0.959
26 O 3.181 0.854 -0.016  H24 0.963, H25 0.959